C74H78CaI2N6O5P2SSi | the ωB97M-V functional and the def2-TZVPD basis

XYZ file:
```
170
C74H78CaI2N6O5P2SSi the ωB97M-V functional and the def2-TZVPD basis
I -3.64 -2.54 -6.27
I 0.61 1.39 -4.77
Ca 1.38 -0.89 -0.58
S -0.93 3.25 0.44
P 0.20 -3.43 1.01
P -1.83 -0.86 2.43
Si -1.18 5.07 -0.44
O -2.50 5.96 0.08
O 0.08 0.07 -1.96
O 1.69 -2.29 -2.04
O -1.35 4.89 -2.07
O 0.01 6.21 -0.19
N 2.04 0.17 1.25
N 3.78 -1.86 0.16
N 2.84 0.35 -1.65
N -2.24 -3.66 2.70
N 3.87 1.13 -3.41
N -1.57 -2.02 -1.20
C -0.29 -6.57 -1.63
C 2.02 5.27 0.78
C -1.47 -0.77 -5.14
C 1.79 -5.08 -0.59
C 3.34 -0.05 1.65
C -2.28 1.88 6.15
C 1.02 -6.83 -2.03
C -4.65 -6.39 2.10
C -2.19 5.51 -3.02
C 1.97 7.51 -0.35
C -4.61 -1.44 1.93
C 8.21 -1.19 -2.42
C 1.61 1.23 1.96
C -1.14 1.12 5.95
C 2.19 -4.94 2.47
C -2.49 -2.85 -0.79
C 3.71 0.88 2.64
C 8.12 -2.54 -2.10
C -3.30 1.85 5.21
C 3.01 1.70 -1.49
C 2.60 1.70 2.84
C -3.64 5.05 -2.79
C 4.76 -2.78 -0.37
C 2.45 -3.50 -3.89
C -5.30 -5.25 4.10
C -4.74 0.59 0.04
C -3.56 0.34 0.71
C 2.46 -2.34 -3.06
C -2.02 5.94 2.51
C 3.65 2.21 -2.58
C -0.98 -4.27 2.28
C -2.10 7.04 -2.90
C -2.06 0.27 3.88
C -2.51 -2.12 -3.43
C 7.02 -3.02 -1.42
C -4.23 -4.38 3.95
C -0.64 -0.52 -2.81
C -3.48 -0.67 1.66
C 7.18 -0.33 -2.05
C 3.16 -5.05 3.45
C 6.07 -0.82 -1.38
C 1.75 5.42 -1.71
C 3.29 -3.66 -4.96
C 0.49 -4.83 -0.14
C 2.05 -6.07 -1.52
C 1.41 6.08 -0.37
C -0.66 -0.18 -4.19
C 3.35 -1.29 -3.47
C -3.52 -3.33 -1.61
C 5.97 -2.17 -1.06
C -3.59 7.55 1.45
C -3.19 1.05 4.08
C 2.03 -2.59 2.91
C -1.70 5.05 -4.39
C -1.03 0.32 4.82
C -3.05 6.12 1.38
C 4.19 -1.49 -4.57
C 3.34 0.02 -2.82
C 4.16 -1.05 1.08
C -3.59 -5.52 1.95
C 3.58 -3.93 4.15
C 1.63 -3.70 2.17
C -5.79 -1.21 1.24
C -3.51 -2.97 -2.93
C 4.19 -2.66 -5.31
C -0.55 -5.57 -0.71
C -3.33 -4.50 2.88
C -5.51 -6.28 3.19
C -2.39 -1.72 -4.77
C 3.01 -2.70 3.89
C -2.14 -2.42 3.47
C -4.17 5.09 1.56
C -1.58 -1.59 -2.47
C -5.86 -0.20 0.29
H 3.10 5.17 0.65
H -5.96 -5.14 4.95
H -6.66 -1.82 1.45
H -4.60 5.14 2.56
H 1.24 5.95 -2.52
H -2.73 7.53 -3.65
H -2.76 8.24 1.30
H -4.19 2.45 5.34
H -3.05 -2.22 4.02
H -4.29 -3.32 -3.60
H -4.05 7.75 2.42
H 3.05 7.51 -0.48
H -4.31 5.49 -3.53
H -1.31 -2.49 4.19
H 5.20 -1.09 1.46
H -4.81 -7.17 1.37
H -0.34 1.14 6.68
H 5.13 -3.45 0.41
H 3.93 3.21 -2.86
H 0.63 1.65 1.79
H 2.66 2.21 -0.61
H 3.59 -6.02 3.67
H 1.57 -1.63 2.69
H 4.68 0.96 3.11
H 6.95 -4.07 -1.17
H -0.37 -4.37 3.19
H -2.46 6.22 3.47
H 2.60 -4.47 -0.20
H -0.12 -0.26 4.67
H 1.22 -7.62 -2.75
H 4.34 -4.02 4.92
H 4.21 1.18 -4.35
H -1.11 -7.14 -2.05
H 3.07 -6.23 -1.86
H -2.69 0.97 0.52
H -2.97 -5.62 1.07
H 3.24 -4.57 -5.55
H -4.34 7.71 0.67
H 4.87 -2.78 -6.14
H -1.14 6.55 2.30
H 1.55 4.29 0.81
H 1.51 8.10 -1.15
H -3.68 3.97 -2.86
H -1.18 -5.27 1.91
H 4.89 -0.71 -4.85
H 9.08 -0.81 -2.94
H 2.50 2.53 3.52
H -4.10 -3.61 4.70
H -1.57 -5.34 -0.46
H -2.36 5.41 -5.18
H -1.66 3.96 -4.42
H -1.70 4.90 2.55
H -3.75 4.10 1.40
H -3.95 5.35 -1.79
H -1.39 -0.46 -6.18
H 1.74 -4.27 -3.62
H -4.78 1.39 -0.69
H 1.39 4.39 -1.71
H 2.83 5.44 -1.88
H -0.69 5.43 -4.57
H 5.27 -0.15 -1.10
H 7.23 0.72 -2.29
H 3.32 -1.81 4.42
H 4.25 -3.39 -1.13
H 1.72 7.99 0.61
H -6.78 -0.03 -0.26
H 8.92 -3.21 -2.38
H -6.33 -6.97 3.32
H -4.59 -2.24 2.66
H -4.30 -3.94 -1.20
H -1.06 7.35 -3.05
H 1.81 5.77 1.73
H -4.97 5.26 0.83
H -2.46 -3.13 0.26
H -2.37 2.51 7.03
H -3.98 1.06 3.35
H 1.86 -5.83 1.94
H -2.41 7.34 -1.90
```

Calculated values
**Maximum force**: 0.0494 hartree/bohr
**HOMO level**: -2.4 eV
**Frontier orbital gap**: 0.2127 Eh
**Charge**: -2
**LUMO**: 3.37 eV
**Energy above the lowest of the compared OMol25 structures with the same formula, charge and spin**: 58.6 kJ/mol

Mulliken atomic charge list, values in e, 99 entries:
1 I -0.0769
2 I -0.0813
3 Ca 2.2455
4 S 1.0142
5 P 2.4601
6 P 1.4476
7 Si -2.0171
8 O -0.1418
9 O -0.4071
10 O 0.1958
11 O 0.9470
12 O -0.5631
13 N 1.4767
14 N 1.4049
15 N 1.3676
16 N 0.9914
17 N 0.3356
18 N 1.2261
19 C -0.9824
20 C -1.3227
21 C -0.3281
22 C -0.8768
23 C -0.3082
24 C -0.6609
25 C -0.8198
26 C -0.9722
27 C 1.7988
28 C -2.1664
29 C -0.5634
30 C -0.5262
31 C -0.8839
32 C -0.7208
33 C -0.6173
34 C -0.1220
35 C -1.2539
36 C -0.6233
37 C -0.6025
38 C -0.3795
39 C -1.4144
40 C -1.3678
41 C -1.6803
42 C -0.8180
43 C -0.7449
44 C -0.7996
45 C -0.8856
46 C 0.5484
47 C -1.4951
48 C -1.4496
49 C -2.6903
50 C -1.5059
51 C 0.8464
52 C 1.5580
53 C -0.7396
54 C -0.3699
55 C 0.1553
56 C 0.8801
57 C -0.4890
58 C -0.8119
59 C 0.4224
60 C -1.2063
61 C -0.7258
62 C 0.6269
63 C -0.4115
64 C 2.0747
65 C -0.2290
66 C 1.0587
67 C -1.6705
68 C 0.7829
69 C -1.9835
70 C -0.7338
71 C -0.2715
72 C -1.5482
73 C -0.2918
74 C 1.7715
75 C -1.1695
76 C -1.5305
77 C -0.7801
78 C -0.0557
79 C -0.8565
80 C 0.6370
81 C -0.6450
82 C -1.2048
83 C -1.1916
84 C 0.1746
85 C 0.7605
86 C -0.6212
87 C -0.4738
88 C -0.1817
89 C -2.4411
90 C -1.4901
91 C -0.5957
92 C -0.6711
93 H 0.4612
94 H 0.4043
95 H 0.3600
96 H 0.4803
97 H 0.0828
98 H 0.5010
99 H 0.3723